C29H64AlB2BeBrClFN3O16PS3 as an isolated structure in a non-equilibrium geometry, computed with ωB97M-V/def2-TZVPD.

Last column: Löwdin charge in e.
Cartesian coordinates (Å):
Br1 -0.765 -1.272 3.765  0.274
Cl1 5.244 4.434 1.408  0.214
S1 2.449 -1.898 -1.030  0.805
S2 -7.334 5.025 -4.357  0.848
S3 -1.318 7.507 -4.358  0.619
P1 0.792 0.368 3.270  0.701
Al1 3.314 -9.517 -3.035  1.137
F1 -2.743 3.512 -1.918  -0.234
O1 -0.674 8.631 -3.714  -0.289
O2 -1.012 6.138 -4.001  -0.306
O3 1.437 -9.183 -0.782  -0.161
O4 -0.784 2.518 2.678  -0.216
O5 -2.931 7.723 -4.302  -0.254
O6 2.165 -3.430 -1.273  -0.456
O7 -1.432 -7.699 5.691  -0.197
O8 2.826 -1.718 0.470  -0.424
O9 -6.851 6.387 -4.759  -0.520
O10 1.343 4.191 4.140  0.083
O11 -1.975 -6.100 -1.472  -0.113
O12 1.434 5.783 2.185  0.005
O13 -2.101 -4.976 4.721  -0.206
O14 -2.282 3.799 0.131  0.064
O15 -0.499 0.982 -0.557  -0.155
O16 0.945 1.245 4.772  -0.388
N1 1.301 1.583 -2.035  0.093
N2 7.432 -4.121 -3.005  0.154
N3 0.018 4.811 -0.345  0.173
C1 2.648 5.203 1.523  -0.163
C2 5.877 -5.889 -1.832  -0.208
C3 0.843 0.555 -0.982  -0.355
C4 2.676 1.634 -2.094  -0.211
C5 0.887 -7.204 0.396  -0.146
C6 -2.652 -7.005 5.969  -0.190
C7 2.181 -8.096 -1.349  -0.355
C8 -0.750 0.607 0.873  -0.191
C9 -3.027 -6.062 4.823  -0.189
C10 -9.118 4.974 -4.643  -0.256
C11 0.878 -0.997 -1.544  -0.156
C12 7.647 -6.829 -0.259  -0.102
C13 -1.130 7.686 -6.115  -0.118
C14 0.059 1.589 1.938  -0.412
C15 -3.442 8.457 -2.045  -0.073
C16 -7.429 4.994 -2.551  -0.262
C17 -0.647 3.919 2.259  -0.208
C18 -0.327 -7.150 6.403  -0.109
C19 -1.106 7.516 4.045  0.130
C20 -1.483 6.269 3.460  -0.056
C21 -1.175 -5.155 3.655  -0.131
C22 6.745 -4.900 -2.486  -0.222
C23 3.573 2.560 -1.029  -0.067
C24 0.504 -8.650 0.169  -0.157
C25 3.578 0.825 -3.237  -0.052
C26 -3.622 7.389 -3.108  -0.276
C27 1.478 -6.821 -0.936  -0.136
C28 6.286 -6.155 -0.384  -0.269
C29 -1.869 4.723 3.077  -0.094
B1 0.746 4.654 2.836  -0.404
B2 -0.936 4.212 0.669  -0.369
Be1 -3.520 1.396 1.992  0.810
H1 -0.716 -6.148 3.678  0.080
H2 -4.083 8.256 -1.182  0.077
H3 4.108 1.587 -3.976  0.117
H4 0.041 -6.581 0.697  0.121
H5 0.993 2.036 1.401  0.141
H6 7.864 -7.046 0.791  0.081
H7 -3.434 -7.765 6.069  0.127
H8 -0.405 -7.412 7.463  0.091
H9 1.658 0.609 -0.127  0.128
H10 -1.660 6.872 -6.612  0.077
H11 -0.385 -4.406 3.757  0.056
H12 -3.683 9.447 -2.445  0.091
H13 -2.406 8.493 -1.696  0.064
H14 -1.398 -6.133 -2.213  -0.079
H15 -7.890 4.058 -2.226  0.054
H16 3.583 -1.574 -1.792  0.078
H17 3.197 -8.138 -0.941  0.103
H18 -2.055 4.106 4.075  0.155
H19 -9.600 5.827 -4.157  0.065
H20 2.236 -8.213 -2.434  -0.095
H21 4.423 0.228 -2.691  0.087
H22 3.161 3.661 -1.133  0.097
H23 3.607 5.262 2.211  0.009
H24 -0.444 8.445 4.397  0.095
H25 8.448 -6.187 -0.639  0.081
H26 0.536 -9.241 1.088  0.135
H27 -0.064 7.638 -6.348  0.078
H28 2.508 4.056 1.256  0.074
H29 0.590 -7.590 6.002  0.088
H30 -0.023 -1.555 -1.011  0.142
H31 -9.526 4.040 -4.251  0.057
H32 -4.685 7.315 -3.362  0.107
H33 -0.499 -8.732 -0.265  0.132
H34 2.150 -5.960 -0.888  0.104
H35 3.531 2.137 0.065  0.080
H36 -0.252 5.839 -0.400  0.133
H37 4.699 2.602 -1.396  0.098
H38 -1.680 -5.002 2.697  0.086
H39 -0.315 4.430 -1.281  0.100
H40 0.615 3.884 4.758  0.118
H41 -0.386 -0.527 0.948  0.108
H42 1.655 -7.139 1.175  0.128
H43 -1.533 8.655 -6.417  0.080
H44 0.675 -6.590 -1.647  0.112
H45 -8.013 5.844 -2.192  0.063
H46 5.884 -6.826 -2.401  0.105
H47 -6.415 5.056 -2.149  0.044
H48 -3.310 6.407 -2.739  0.104
H49 6.294 -5.219 0.187  0.119
H50 -1.912 0.625 1.047  -0.007
H51 -4.008 -5.625 5.034  0.124
H52 1.775 1.000 5.277  0.088
H53 0.733 -0.925 -2.720  0.147
H54 -9.300 5.023 -5.721  0.058
H55 -2.292 2.792 0.007  0.080
H56 -2.882 4.726 2.494  0.122
H57 7.669 -7.773 -0.813  0.077
H58 5.534 -6.805 0.079  0.097
H59 2.894 5.740 0.493  0.135
H60 -2.587 -6.462 6.920  0.127
H61 -3.099 -6.606 3.873  0.126
H62 -0.271 -6.065 6.291  0.081
H63 4.845 -5.518 -1.844  0.102
H64 2.928 0.098 -3.903  0.096

Cartesian forces, eV/Å:
0.1 1.2 -0.3
-0.2 0.1 0.3
-0.3 -6.3 4.6
-0.1 0.7 0.0
-0.7 0.5 -0.4
1.7 0.0 1.7
0.7 -1.3 -0.4
0.3 0.0 0.8
-0.3 -1.2 -0.1
0.0 0.9 0.3
1.2 0.3 -1.0
0.5 0.8 -1.9
1.3 -0.2 -0.7
0.8 5.4 -0.2
0.0 0.5 0.1
-1.4 0.9 -5.1
-0.2 -0.8 0.3
-3.0 1.1 -2.9
-0.8 0.1 1.4
1.2 -3.7 -0.2
0.2 -0.3 -0.4
1.9 -2.1 1.1
1.1 -1.0 1.8
-0.1 -1.0 -1.8
4.4 -3.0 1.0
-1.0 -1.0 0.8
-2.8 -0.2 0.4
-1.7 -0.5 -2.1
-0.3 0.1 0.2
1.3 1.5 0.2
-1.3 0.1 0.2
0.2 -0.1 0.6
0.0 -0.3 -0.6
-0.9 -0.4 2.0
1.5 -0.8 -1.1
0.1 0.2 0.6
-0.1 0.0 -0.2
-1.5 1.8 -0.4
0.1 0.0 0.1
-0.2 0.0 0.0
-0.9 -1.2 0.7
0.3 0.2 0.1
0.1 0.0 0.2
-1.2 1.6 0.8
0.0 -0.3 -0.1
-1.4 -9.1 -4.3
3.0 7.6 4.3
-0.1 0.2 0.3
0.7 0.8 -0.8
0.2 -0.1 -1.3
-1.1 -0.1 0.5
-0.5 0.8 -0.5
-0.6 -0.1 1.1
0.0 0.8 -0.7
0.2 -0.1 0.4
-0.4 0.9 1.2
2.0 0.6 2.8
-0.1 0.0 -2.4
0.1 0.6 0.0
-0.1 0.0 0.0
0.0 0.0 -0.1
-1.1 -1.5 1.7
0.1 -0.1 -0.2
-1.7 -0.4 1.0
0.0 0.0 -0.2
0.0 0.1 0.0
0.1 0.1 0.0
-1.9 -0.3 -1.0
0.0 0.1 0.1
-0.1 0.0 0.1
0.0 -0.2 0.1
-0.1 0.0 0.0
0.8 0.0 -1.4
0.0 0.0 -0.1
-1.2 0.2 0.3
0.5 0.0 -0.1
0.5 1.4 -2.0
0.2 0.0 0.0
-0.9 0.9 -0.4
-1.5 1.3 -0.8
0.6 -2.3 0.5
-0.3 0.0 -0.4
-2.1 -2.5 -1.1
-0.1 -0.1 0.0
0.1 0.0 -0.3
-0.1 0.0 0.2
0.2 2.4 0.7
-0.2 0.0 0.0
2.2 0.7 -1.2
0.1 0.0 0.0
0.3 0.0 -0.4
0.1 0.0 0.1
-0.1 -0.1 -0.1
-0.1 0.9 -2.1
1.0 -1.2 0.1
-2.4 -0.3 0.9
0.0 -0.1 -0.1
0.3 0.7 1.2
1.3 0.0 -1.1
-0.9 2.4 0.4
-0.1 0.0 0.0
0.0 -0.2 0.1
0.2 0.0 0.1
0.0 0.0 -0.2
0.2 0.1 -0.1
-0.1 0.0 -0.2
0.1 0.0 -0.2
-0.1 -0.1 -0.2
2.0 0.1 -0.3
0.0 -0.1 0.0
-1.2 0.1 -1.2
0.5 -0.6 2.5
0.2 0.0 0.2
-0.3 1.8 -0.3
2.0 0.0 0.9
0.0 0.1 0.0
0.0 0.1 -0.1
-0.7 -0.8 2.5
0.0 0.0 -0.2
0.1 0.0 0.1
0.0 0.0 0.0
0.1 0.1 -0.1
1.1 1.6 1.5

Gap between HOMO and LUMO: 1.2 eV
Total energy: -203722.3192 eV
Charge: +2
Maximum force: 10.168 eV Å⁻¹
HOMO energy: -11.71 eV